{"formula": "C26H37EuO6", "method": "ωB97M-V/def2-TZVPD", "elements": ["H", "C", "H", "H", "C", "H", "H", "H", "C", "H", "C", "C", "C", "H", "O", "C", "H", "H", "C", "C", "H", "C", "H", "H", "H", "C", "C", "C", "H", "C", "H", "C", "O", "H", "H", "H", "C", "H", "O", "H", "H", "H", "H", "H", "O", "C", "Eu", "H", "H", "C", "C", "C", "C", "H", "H", "H", "H", "H", "C", "C", "H", "C", "C", "H", "O", "C", "H", "H", "H", "O"], "coordinates": [[-2.049, -0.050, -1.298], [5.888, -4.867, -2.037], [2.010, 1.977, -0.556], [1.359, -3.666, 2.388], [0.121, 1.929, 0.671], [-1.453, -0.236, 3.951], [9.753, -4.004, -1.408], [4.306, -2.904, -1.581], [4.429, -3.850, 1.282], [-2.172, -0.203, 1.590], [7.009, -6.348, -3.425], [3.090, -4.421, 1.478], [-0.970, -2.028, -1.461], [-1.037, 1.675, 2.591], [4.994, -4.791, -2.876], [2.185, 1.518, 1.643], [2.920, -3.156, 3.170], [7.124, -5.643, -4.258], [0.096, -0.040, -2.001], [5.297, -4.857, 0.448], [1.387, 1.122, 3.693], [-1.139, -0.604, -1.528], [-3.222, -0.368, 3.837], [-4.250, -1.546, 1.782], [-1.725, -2.748, -1.154], [-3.279, -2.015, 1.578], [9.389, -2.999, -1.174], [5.133, -2.749, -0.874], [6.119, -5.259, 1.059], [-0.077, 1.646, 2.064], [2.045, -1.004, -2.560], [1.198, 1.373, 2.655], [-0.896, -1.798, 1.888], [1.318, -4.380, 0.298], [9.704, -2.726, -0.162], [-3.263, -3.008, 2.043], [4.705, -2.415, 0.530], [0.786, -3.333, -2.000], [7.962, -2.978, -1.268], [-0.650, 2.174, -0.053], [5.795, -1.972, -1.281], [4.908, -3.753, 2.276], [9.726, -2.269, -1.907], [6.089, -6.927, -3.566], [6.974, -5.635, -2.192], [2.369, -3.990, 2.690], [0.580, -0.818, 0.546], [-2.234, -1.813, 4.175], [7.878, -7.000, -3.347], [2.358, -4.764, 0.244], [1.528, 1.847, 0.414], [-2.131, -1.180, 2.127], [5.898, -4.085, -0.738], [3.256, 1.415, 1.787], [4.683, -5.692, 0.072], [0.279, 1.015, -2.190], [4.166, -0.559, 1.557], [5.637, -2.155, 1.062], [1.021, -1.107, -2.209], [0.365, -2.335, -1.889], [2.866, -4.302, -0.633], [3.969, -1.049, 0.585], [-2.274, -0.873, 3.611], [-3.179, -2.137, 0.495], [8.075, -4.634, 0.224], [7.403, -3.941, -0.522], [4.458, -0.418, -0.180], [2.267, -4.805, 3.425], [2.296, -5.853, 0.058], [2.606, -0.888, 0.291]], "lowdin_spin": [0.00, 0.00, 0.00, 0.00, 0.00, 0.00, 0.00, 0.00, 0.00, 0.00, 0.00, 0.00, -0.01, 0.00, 0.00, 0.00, 0.00, 0.00, 0.00, 0.00, 0.00, 0.00, 0.00, 0.00, 0.00, 0.00, 0.00, 0.00, 0.00, 0.00, 0.00, 0.00, -0.02, 0.00, 0.00, 0.00, 0.00, 0.00, 0.00, 0.00, 0.00, 0.00, 0.00, 0.00, 0.00, 0.00, 6.08, 0.00, 0.00, 0.00, 0.00, 0.00, 0.00, 0.00, 0.00, 0.00, 0.00, 0.00, -0.01, 0.00, 0.00, 0.00, 0.00, 0.00, 0.00, 0.00, 0.00, 0.00, 0.00, -0.02], "homo_energy_ev": 1.87, "charge": -2, "spin_multiplicity": 7, "e_lumo_ev": 4.1, "orbital_gap_ha": 0.08338}



{"formula": "C26H37MoN2Se", "method": "ωB97M-V/def2-TZVPD", "elements": ["H", "Se", "H", "H", "H", "C", "H", "C", "H", "C", "C", "H", "H", "C", "C", "C", "H", "C", "C", "H", "C", "C", "C", "C", "H", "H", "H", "C", "H", "C", "H", "H", "C", "C", "Mo", "H", "H", "H", "C", "H", "H", "H", "C", "H", "H", "C", "H", "C", "H", "H", "C", "C", "H", "H", "N", "H", "C", "H", "H", "H", "H", "H", "N", "H", "C", "C", "H"], "coordinates": [[-2.094, 1.205, 4.593], [1.146, 1.099, 1.596], [-0.379, -3.142, -3.603], [-3.867, 1.078, -1.789], [-1.333, 1.875, 3.124], [-0.701, 2.379, -1.480], [0.150, -2.733, 2.240], [-1.826, 1.108, 0.258], [-3.071, 3.844, -1.477], [0.001, 1.211, -2.060], [0.844, 0.324, 3.290], [-0.119, 4.575, -4.115], [-3.889, 2.902, -0.227], [-0.180, 3.634, -3.555], [-2.906, 3.226, -0.584], [3.342, -1.073, 0.046], [-2.030, -0.838, 1.235], [0.329, 1.246, -3.411], [-0.103, -2.522, -0.542], [3.675, -0.188, -0.509], [-1.294, -3.349, -0.186], [-0.069, -0.324, 5.255], [2.430, -1.015, -2.909], [-2.837, 1.299, -2.101], [0.064, 2.339, -0.626], [-1.552, -3.235, 0.871], [3.327, -0.812, 1.109], [-0.618, -2.213, -3.069], [-2.358, 0.377, -2.469], [1.124, -2.710, 1.738], [-0.493, -1.379, -3.768], [-2.435, 3.841, 0.193], [-2.029, -0.282, 0.284], [0.221, 2.427, -4.163], [0.115, -0.292, -0.402], [3.473, 0.412, 3.018], [3.809, -0.217, 4.663], [-1.697, 1.661, 1.195], [-1.542, 0.955, 3.679], [0.622, 0.340, -3.951], [3.343, -1.621, -2.973], [1.785, -2.063, 2.323], [0.241, -2.048, -1.859], [-1.095, -4.413, -0.369], [-2.881, 2.000, -2.950], [1.556, -1.469, -1.789], [1.537, -3.731, 1.762], [1.239, -0.674, 5.284], [-2.646, -0.738, -0.505], [-2.166, -3.067, -0.783], [0.994, -2.219, 0.339], [-0.638, 3.657, -2.268], [0.453, 2.426, -5.229], [1.919, -1.086, -3.872], [-0.296, 0.325, 4.047], [2.744, 0.025, -2.761], [3.210, -0.357, 3.755], [-0.854, -0.448, 5.979], [3.433, -1.352, 3.344], [-2.159, 0.289, 3.063], [-1.678, -2.259, -2.790], [4.096, -1.858, -0.102], [1.806, -0.230, 4.095], [1.823, -1.172, 6.034], [-2.059, 1.996, -0.961], [2.002, -1.525, -0.426], [-0.959, 4.578, -1.781]], "lowdin_spin": [0.00, 0.05, 0.00, 0.00, 0.00, 0.04, 0.00, -0.02, 0.00, 0.06, 0.02, 0.00, 0.00, 0.01, 0.00, 0.00, 0.01, 0.00, 0.00, 0.00, 0.00, 0.00, 0.00, 0.01, 0.02, 0.00, 0.00, 0.02, 0.00, 0.02, 0.00, 0.00, 0.04, 0.04, 1.51, 0.00, 0.00, 0.00, 0.00, 0.00, 0.00, 0.00, 0.03, 0.00, 0.00, 0.00, 0.01, 0.00, 0.01, 0.00, 0.05, 0.04, 0.00, 0.00, 0.00, 0.00, 0.00, 0.00, 0.00, 0.00, 0.00, 0.00, 0.00, 0.00, 0.00, 0.02, 0.00], "de_lowest_kj_mol": 0.0, "homo_energy_ev": [-9.54, -9.31], "charge": 1, "spin_multiplicity": 3, "e_lumo_ev": [-3.8, -3.8], "orbital_gap_ha": [0.21187, 0.20162]}



{"formula": "C26H37N5O3SSi2Sr", "method": "ωB97M-V/def2-TZVPD", "elements": ["C", "C", "H", "H", "C", "C", "O", "H", "O", "H", "C", "C", "H", "C", "C", "S", "N", "C", "C", "C", "H", "H", "C", "H", "H", "H", "Si", "H", "N", "H", "H", "H", "C", "C", "C", "C", "N", "C", "H", "H", "H", "H", "H", "Si", "C", "Sr", "H", "H", "H", "N", "H", "H", "H", "H", "H", "C", "H", "O", "H", "H", "C", "C", "H", "H", "C", "N", "H", "C", "C", "H", "H", "H", "H", "C", "C"], "coordinates": [[2.288, 3.272, 3.288], [1.550, 2.392, 4.044], [1.933, -4.770, 0.940], [-1.497, -0.606, 5.844], [-4.644, -1.650, -1.371], [1.967, 3.894, -2.796], [-2.633, -2.825, -1.478], [-2.178, -4.089, 3.442], [-3.830, -0.285, 3.439], [-0.598, -3.155, 1.810], [-0.389, -0.788, 4.000], [1.666, -1.134, -3.104], [3.560, 4.933, -3.803], [0.926, 1.302, 3.412], [-1.334, 3.293, -2.985], [0.075, -4.210, -0.403], [-2.942, -1.684, 0.473], [-1.659, -3.166, 3.660], [-0.769, -2.641, 2.745], [-3.711, -0.607, 1.085], [0.532, -4.614, -2.737], [2.969, 3.711, 1.274], [-1.270, -1.234, 4.992], [-0.442, -5.932, -2.015], [2.553, -1.021, -3.744], [-5.168, -2.572, -1.658], [1.839, -0.151, -1.446], [-0.911, 4.168, -3.496], [0.281, 0.407, 4.249], [4.025, -0.191, -0.133], [-3.808, 0.259, 0.408], [4.306, 0.872, -2.713], [3.634, 1.725, -2.727], [1.494, 2.720, -2.192], [2.354, 1.591, -2.167], [-0.271, 4.500, -0.561], [-0.119, -1.484, 2.907], [3.547, -0.852, -0.865], [1.366, -6.211, 0.067], [-0.064, 5.313, -1.269], [1.734, 1.798, 0.318], [-4.734, -0.911, 1.333], [1.454, 2.521, 5.116], [-0.310, 2.769, -1.434], [2.400, 3.057, 1.920], [-0.927, 0.025, 0.184], [4.255, -1.014, -1.689], [0.793, -0.806, -3.675], [-3.564, -1.311, -3.036], [0.975, 1.125, 2.098], [0.481, 4.545, 0.231], [-5.067, -0.657, -3.133], [1.534, -2.199, -2.883], [-1.414, 2.480, -3.713], [-1.242, 4.702, -0.098], [-1.910, -2.435, 4.812], [2.776, 4.117, 3.760], [-2.118, 0.672, 2.377], [5.083, 2.960, -3.728], [2.344, -4.972, -0.770], [1.711, 1.986, 1.386], [3.236, 4.002, -3.348], [0.031, 0.812, 5.134], [3.384, -1.817, -0.374], [-3.319, -2.090, -0.723], [-4.278, -0.809, -2.518], [-1.187, -4.340, -2.342], [4.084, 2.902, -3.307], [1.570, -5.141, -0.019], [1.317, 4.764, -2.837], [-2.352, 3.546, -2.668], [-2.636, -2.774, 5.541], [-5.289, -1.081, -0.704], [-3.165, -0.053, 2.414], [-0.274, -4.854, -2.042]], "lowdin_charge": [-0.09, -0.03, 0.02, 0.11, -0.22, -0.14, -0.10, 0.10, -0.04, 0.02, -0.33, -0.29, 0.08, -0.30, -0.31, 0.76, -0.05, -0.08, -0.15, -0.25, 0.03, 0.10, -0.04, 0.03, 0.00, 0.10, 0.49, 0.00, 0.12, 0.00, 0.11, 0.07, -0.14, -0.33, -0.34, -0.29, 0.12, -0.30, 0.02, -0.01, 0.02, 0.10, 0.10, 0.50, -0.08, 1.07, -0.01, 0.00, 0.06, 0.10, -0.01, 0.05, -0.02, 0.00, 0.00, -0.09, 0.10, -0.19, 0.08, 0.03, -0.16, -0.14, 0.12, -0.01, -0.61, 0.00, 0.00, -0.14, -0.44, 0.07, 0.00, 0.10, 0.08, -0.70, -0.42], "de_lowest_kj_mol": 89.2, "homo_energy_ev": -0.46, "charge": -2, "e_lumo_ev": 4.3, "orbital_gap_ha": 0.17472}